Below is a structure of composition C20H29N10O3SSn, with properties calculated with ωB97M-V/def2-TZVPD.

Computed properties:
Calculated total energy (eV): -58892.617
E_LUMO (eV): -9.16
Frontier orbital gap (eV): 7.71
Relative energy (zero: lowest compared OMol25 entry of this formula, charge and spin) (kJ/mol): 0.0
Total charge: +3

The geometry in XYZ format:
```
64
Properties=species:S:1:pos:R:3:nbo_charge:R:1
N 4.38 -3.85 6.28 -0.61
H 3.53 -0.73 -2.15 0.22
N -0.23 0.73 -3.06 -0.64
N -1.98 3.68 0.03 0.22
C -0.42 0.85 -4.19 0.62
H -2.69 1.74 -5.34 0.23
C -0.65 1.00 -5.63 -0.18
H 3.50 -2.38 2.13 0.25
H 4.07 -4.15 7.19 0.44
H -3.22 5.15 0.32 0.42
H 4.15 2.99 -1.30 0.26
N 0.84 -2.80 2.14 -0.63
C 1.72 -2.60 3.38 -0.18
H -0.80 -6.69 3.36 0.23
Sn -0.04 0.14 -0.84 1.55
N -1.08 -3.60 1.14 -0.46
C -0.16 -3.83 2.05 0.52
C -1.76 2.05 -5.81 -0.59
H 2.14 -0.20 -3.11 0.21
C 0.67 1.46 -6.27 -0.59
H 3.76 0.96 0.03 0.21
H -1.27 -0.26 -7.24 0.25
C 3.16 -2.66 3.12 -0.07
C 2.12 -3.47 5.63 -0.27
C 0.06 3.58 -0.14 0.17
H -2.77 -4.42 0.30 0.22
C -0.91 -5.82 2.71 0.12
S 0.68 -1.30 2.71 2.31
H -1.94 2.16 -6.88 0.25
H 1.77 -3.78 6.61 0.26
O 2.13 0.40 -1.12 -0.67
C -1.09 -0.37 -6.18 -0.59
C 3.30 2.37 -1.56 -0.43
H 5.09 -3.09 3.87 0.26
H 0.49 1.59 -7.34 0.26
C 3.53 -3.47 5.36 0.37
N -0.90 4.43 0.15 -0.21
H 3.33 1.80 -3.68 0.24
H -1.46 3.02 -5.42 0.23
H 1.00 2.42 -5.87 0.22
C 3.63 1.40 -2.71 -0.44
H 1.10 3.85 -0.14 0.24
H 2.47 3.02 -1.84 0.21
C -1.94 -5.72 1.80 -0.28
N 0.00 -4.85 2.86 -0.47
C 1.25 -3.09 4.69 -0.05
N -0.43 2.37 -0.42 -0.48
C 4.02 -3.05 4.06 -0.25
N -3.22 4.14 0.36 -0.56
O -0.48 -1.01 3.49 -0.84
H 0.19 -3.08 4.88 0.27
N -1.76 2.45 -0.30 -0.05
H 2.27 1.85 0.35 0.20
H -0.32 -1.13 -6.04 0.23
C 2.90 1.44 -0.44 -0.07
C 2.87 0.11 -2.37 -0.07
H -2.68 -6.51 1.69 0.26
O 1.22 -0.29 1.84 -0.92
C -1.99 -4.57 1.03 0.11
H -2.02 -0.71 -5.71 0.23
H -3.93 3.71 -0.22 0.41
H 5.38 -3.87 6.11 0.44
H 1.45 0.72 -6.15 0.22
H 4.69 1.20 -2.76 0.25
```